[1]
Computed, not measured: a cluster of 4 separate species, C33H67BrCl2F4NO20P5 in total at a distorted geometry, with ωB97M-V/def2-TZVPD.

**Orbital gap**: 5.749 eV
**LUMO energy**: -2.8 eV
**Structure (SMILES)**: CCC[C@](CCOC(=O)CC)(O[C@](CCCCl)([C@H](F)CC)P(C)O)[C@@](Cl)(O[C@@H]([C@@H](F)CC)N(C(=O)F)C(=O)F)P(O)Br.COP(=O)(OC)OC.COP(=O)(OC)OC.COP(=O)(OC)OC

Positions of all 133 atoms, in Å:
C (-2.606, -3.020, -0.584)
C (-1.004, -2.656, -0.566)
C (-0.688, -2.125, 0.915)
C (0.224, -0.758, 0.983)
C (-0.371, 0.469, 0.173)
C (-1.947, 0.443, -0.196)
O (-2.216, 0.214, -1.609)
C (-2.621, 1.397, -2.289)
O (-1.931, 2.467, -2.306)
C (-4.018, 1.282, -3.114)
C (-3.845, 0.166, -4.294)
O (1.552, -1.186, 0.794)
C (2.450, -0.801, -0.218)
C (3.095, 0.666, -0.219)
C (2.527, 1.803, -1.177)
C (2.874, 1.609, -2.767)
Cl (3.466, 3.244, -3.431)
C (2.300, -1.459, -1.683)
F (1.192, -0.959, -2.488)
C (2.171, -3.060, -1.715)
C (1.282, -3.604, -2.978)
P (3.998, -1.786, 0.528)
C (5.290, -2.124, -0.804)
O (3.406, -3.310, 1.167)
C (0.171, -0.401, 2.607)
Cl (-1.404, 0.560, 3.014)
O (-0.017, -1.513, 3.468)
C (1.078, -2.360, 3.820)
C (1.445, -2.038, 5.353)
F (0.488, -2.608, 6.310)
C (2.896, -2.377, 5.886)
C (3.990, -2.983, 4.897)
N (0.532, -3.746, 3.740)
C (-0.917, -3.871, 3.780)
O (-1.470, -4.525, 2.845)
F (-1.804, -3.398, 4.788)
C (1.304, -4.824, 4.281)
O (1.271, -5.307, 5.447)
F (2.234, -5.490, 3.392)
P (1.458, 0.934, 3.098)
O (0.850, 1.532, 4.623)
Br (3.502, 0.157, 3.559)
H (-2.848, -3.819, -1.367)
H (-3.172, -2.063, -0.925)
H (-3.014, -3.276, 0.454)
H (-0.864, -1.905, -1.410)
H (-0.488, -3.677, -0.758)
H (-1.642, -2.006, 1.547)
H (0.013, -2.939, 1.357)
H (0.131, 0.515, -0.852)
H (-0.063, 1.445, 0.721)
H (-2.579, -0.220, 0.499)
H (-2.314, 1.526, 0.020)
H (-4.286, 2.315, -3.519)
H (-4.783, 0.883, -2.337)
H (-4.892, 0.013, -4.767)
H (-3.415, -0.822, -3.913)
H (-3.123, 0.621, -5.055)
H (3.185, 1.148, 0.834)
H (4.208, 0.544, -0.548)
H (3.163, 2.745, -0.914)
H (1.457, 2.158, -0.996)
H (1.890, 1.400, -3.341)
H (3.674, 0.815, -2.950)
H (3.229, -1.194, -2.330)
H (1.692, -3.491, -0.772)
H (3.200, -3.579, -1.858)
H (1.240, -4.755, -2.848)
H (0.209, -3.216, -2.969)
H (1.823, -3.383, -3.981)
H (5.305, -1.352, -1.672)
H (5.265, -3.167, -1.279)
H (6.338, -2.025, -0.314)
H (4.110, -3.964, 0.915)
H (1.956, -2.283, 3.091)
H (1.291, -0.893, 5.473)
H (3.341, -1.414, 6.359)
H (2.787, -3.109, 6.781)
H (3.622, -3.374, 3.889)
H (4.502, -3.876, 5.433)
H (4.825, -2.189, 4.764)
H (1.485, 1.307, 5.346)
C (0.344, 7.371, -2.727)
O (1.654, 7.329, -2.169)
P (2.911, 7.607, -3.319)
O (3.926, 6.942, -2.395)
O (2.819, 9.225, -3.017)
C (2.940, 9.678, -1.675)
O (4.101, 7.875, -4.526)
C (5.166, 8.765, -4.243)
H (-0.381, 7.182, -1.934)
H (0.147, 8.355, -3.163)
H (0.240, 6.600, -3.494)
H (3.449, 8.956, -1.034)
H (1.945, 9.883, -1.275)
H (3.514, 10.607, -1.678)
H (5.547, 8.634, -3.228)
H (4.837, 9.796, -4.388)
H (5.973, 8.563, -4.950)
C (-0.858, -2.025, -6.121)
O (-1.284, -3.384, -6.060)
P (-2.989, -3.590, -6.226)
O (-2.899, -4.966, -5.575)
O (-2.811, -3.705, -7.860)
C (-1.901, -4.664, -8.383)
O (-4.695, -3.717, -6.370)
C (-5.231, -4.707, -7.229)
H (0.226, -1.992, -6.004)
H (-1.126, -1.586, -7.086)
H (-1.321, -1.453, -5.313)
H (-1.694, -5.472, -7.680)
H (-0.968, -4.165, -8.650)
H (-2.338, -5.093, -9.288)
H (-4.695, -5.654, -7.144)
H (-5.205, -4.355, -8.263)
H (-6.275, -4.867, -6.951)
C (-4.048, 4.083, 8.741)
O (-4.908, 3.066, 8.234)
P (-4.307, 2.288, 6.816)
O (-5.706, 1.802, 6.451)
O (-3.529, 1.184, 7.759)
C (-4.281, 0.453, 8.719)
O (-3.620, 1.601, 5.401)
C (-3.619, 0.190, 5.263)
H (-4.508, 4.519, 9.629)
H (-3.077, 3.659, 9.013)
H (-3.913, 4.865, 7.990)
H (-5.345, 0.424, 8.483)
H (-4.138, 0.902, 9.704)
H (-3.901, -0.571, 8.744)
H (-4.561, -0.253, 5.590)
H (-2.789, -0.236, 5.832)
H (-3.464, -0.049, 4.210)

Here are the Mulliken charges for atoms 1 to 4, given in e:
1. C -1.194
2. C 0.452
3. C -1.242
4. C 0.662



[2]
Computed, not measured: a structure of composition C13H12BrCuN4O9S, with ωB97M-V/def2-TZVPD.

**Orbital gap (alpha / beta)**: 8.453 / 7.242 eV
**Total charge**: +1
**Energy relative to the best compared isomer or geometry (same formula, charge and spin)**: 1.9 kcal/mol
**LUMO energy (alpha / beta)**: -3.9 / -5.1 eV
**2S+1**: 2

Positions of all 41 atoms, in Å:
Cu (-0.692, -1.173, 0.570)
O (-2.132, -2.077, 6.342)
C (-1.723, -1.832, 5.101)
C (-0.574, -1.098, 4.793)
C (-0.244, -0.904, 3.474)
N (-0.991, -1.401, 2.477)
C (-2.082, -2.099, 2.791)
Br (-3.000, -2.723, 1.262)
C (-2.507, -2.352, 4.064)
H (-1.541, -1.688, 6.999)
H (0.052, -0.685, 5.572)
H (0.631, -0.343, 3.172)
H (-3.398, -2.922, 4.277)
C (0.697, -0.741, -3.392)
S (-0.852, -0.995, -2.549)
C (-1.505, -2.316, -3.549)
O (-0.450, -1.706, -1.249)
H (0.482, -0.483, -4.428)
H (1.287, -1.653, -3.322)
H (1.213, 0.083, -2.904)
H (-1.702, -1.928, -4.547)
H (-2.437, -2.641, -3.091)
H (-0.782, -3.130, -3.574)
O (0.927, 4.807, -3.238)
N (1.854, 4.134, -2.843)
O (3.014, 4.261, -3.168)
C (1.544, 3.062, -1.883)
C (2.571, 2.248, -1.421)
C (2.247, 1.257, -0.537)
C (0.941, 0.989, -0.069)
O (0.764, 0.033, 0.783)
C (-0.053, 1.850, -0.602)
C (0.243, 2.886, -1.478)
N (-1.457, 1.716, -0.225)
O (-1.891, 0.599, 0.093)
O (-2.155, 2.690, -0.264)
N (3.294, 0.343, -0.056)
O (3.683, -0.488, -0.851)
O (3.672, 0.485, 1.082)
H (3.584, 2.398, -1.768)
H (-0.535, 3.538, -1.845)

Here are the natural (NBO) charges for atoms 1 to 4, given in e:
1. Cu 1.468
2. O -0.611
3. C 0.406
4. C -0.318



[3]
Computed, not measured: an isolated molecule of CH3Cl2NO2S at a distorted geometry, with ωB97M-V/def2-TZVPD.

**Orbital gap**: 11.220 eV
**Energy relative to the best compared isomer or geometry (same formula, charge and spin)**: 21.5 kcal/mol
**LUMO energy**: 0.3 eV
**Structure (SMILES)**: NS(=O)(=O)C(Cl)Cl

Positions of all 10 atoms, in Å:
N (0.919, -0.216, -0.380)
S (-0.664, -0.907, -0.222)
O (-0.557, -2.005, 0.662)
O (-1.153, -1.085, -1.550)
C (-1.975, 0.203, 0.587)
Cl (-3.446, -0.685, 0.676)
Cl (-2.089, 1.503, -0.771)
H (1.231, 0.571, 0.184)
H (1.025, -0.044, -1.338)
H (-1.804, 0.560, 1.553)

Here are the natural (NBO) charges for atoms 1 to 4, given in e:
1. N -1.026
2. S 2.237
3. O -0.914
4. O -0.920



[4]
Computed, not measured: a structure of composition C7H20O2PSi2 at a distorted geometry, with ωB97M-V/def2-TZVPD.

**Orbital gap**: 8.258 eV
**Total charge**: -1
**Energy relative to the best compared isomer or geometry (same formula, charge and spin)**: 0.0 kcal/mol
**LUMO energy**: 3.3 eV

Positions of all 32 atoms, in Å:
C (2.560, 2.187, -1.051)
C (1.729, 1.013, 1.677)
C (2.608, -0.778, -0.319)
C (-0.760, -2.797, -0.343)
C (-1.820, -0.860, 1.784)
C (-2.979, -1.067, -1.038)
C (-0.311, 0.511, -0.702)
O (-2.774, 1.923, -0.823)
O (-1.218, 2.360, 1.129)
Si (1.531, 0.738, -0.099)
Si (-1.399, -1.051, -0.069)
P (-1.366, 1.976, -0.285)
H (2.095, 3.203, -0.918)
H (3.397, 2.240, -0.363)
H (2.839, 2.205, -2.061)
H (0.719, 1.145, 2.080)
H (2.099, 0.133, 2.081)
H (2.307, 1.861, 1.882)
H (2.471, -1.565, 0.350)
H (2.742, -1.305, -1.256)
H (3.622, -0.310, -0.066)
H (-1.421, -3.343, -0.971)
H (0.237, -2.805, -0.755)
H (-0.677, -3.279, 0.630)
H (-2.252, 0.077, 1.834)
H (-2.462, -1.756, 2.022)
H (-1.084, -0.751, 2.533)
H (-2.781, -1.391, -2.064)
H (-3.672, -1.785, -0.748)
H (-3.296, -0.080, -1.095)
H (-0.091, 0.498, -2.027)
H (-0.593, 2.853, -0.951)

Here are the natural (NBO) charges for atoms 1 to 4, given in e:
1. C -1.068
2. C -1.172
3. C -1.122
4. C -1.120



[5]
Computed, not measured: a structure of composition C19H29B2Br4Cr2N7O30 at a distorted geometry, with ωB97M-V/def2-TZVPD.

**Orbital gap (alpha / beta)**: 4.409 / 5.760 eV
**Total charge**: +2
**LUMO energy (alpha / beta)**: -8.8 / -7.4 eV
**2S+1**: 9

Positions of all 93 atoms, in Å:
Cr (3.309, 10.129, -9.097)
Cr (8.977, 16.136, -14.624)
O (4.524, 10.096, -11.056)
C (5.350, 10.355, -11.889)
O (5.664, 11.534, -12.383)
B (6.588, 11.361, -13.540)
O (7.048, 9.966, -13.457)
C (6.273, 9.316, -12.642)
O (6.285, 8.149, -12.383)
O (7.722, 12.287, -13.385)
C (7.668, 13.149, -14.370)
O (8.361, 14.117, -14.530)
C (6.486, 12.775, -15.273)
O (5.906, 11.706, -14.803)
O (6.124, 13.347, -16.265)
O (3.574, 12.222, -9.332)
C (4.039, 13.299, -9.694)
O (5.174, 13.473, -10.279)
B (5.353, 14.932, -10.517)
O (4.105, 15.557, -9.989)
C (3.275, 14.627, -9.571)
O (2.131, 14.747, -9.279)
O (5.587, 15.335, -11.912)
C (6.770, 15.921, -12.021)
O (7.294, 16.274, -13.037)
C (7.342, 16.096, -10.609)
O (6.528, 15.447, -9.821)
O (8.319, 16.701, -10.288)
Br (11.147, 6.771, -14.488)
C (10.160, 7.978, -13.334)
C (9.446, 7.223, -12.224)
Br (10.722, 6.366, -10.988)
H (9.539, 8.563, -14.008)
H (10.838, 8.685, -12.853)
H (8.860, 6.449, -12.715)
H (8.787, 7.876, -11.658)
Br (2.969, 11.362, -16.134)
C (2.225, 11.893, -14.419)
C (2.805, 13.251, -14.095)
Br (2.045, 13.883, -12.385)
H (2.634, 11.193, -13.694)
H (1.142, 11.857, -14.428)
H (2.563, 14.033, -14.811)
H (3.884, 13.270, -13.972)
C (4.943, 16.037, -16.696)
N (6.424, 16.068, -16.758)
O (7.063, 16.173, -15.702)
O (6.943, 16.115, -17.840)
H (4.657, 15.613, -17.658)
H (4.649, 17.082, -16.808)
H (4.617, 15.470, -15.835)
C (8.622, 11.950, -10.053)
N (7.703, 10.929, -9.506)
O (6.685, 11.301, -8.986)
O (8.007, 9.763, -9.675)
H (9.211, 12.333, -9.222)
H (8.020, 12.774, -10.422)
H (9.280, 11.538, -10.808)
C (5.540, 12.027, -19.184)
N (4.762, 13.229, -19.560)
O (4.009, 13.666, -18.717)
O (4.919, 13.700, -20.658)
H (5.932, 11.459, -20.023)
H (4.978, 11.512, -18.415)
H (6.484, 12.352, -18.737)
C (6.750, 7.159, -8.356)
N (5.580, 7.696, -9.089)
O (5.211, 8.826, -8.714)
O (5.043, 7.105, -9.961)
H (7.694, 7.269, -8.888)
H (6.522, 6.101, -8.232)
H (6.845, 7.685, -7.414)
C (6.001, 4.637, -11.837)
N (6.166, 3.246, -12.240)
O (6.038, 2.368, -11.414)
O (6.357, 3.065, -13.425)
H (5.036, 5.025, -12.152)
H (6.768, 5.263, -12.289)
H (6.120, 4.814, -10.772)
C (9.924, 15.602, -18.968)
N (9.903, 14.660, -17.796)
O (9.574, 15.076, -16.689)
O (10.427, 13.597, -17.967)
H (10.146, 14.959, -19.814)
H (10.724, 16.311, -18.772)
H (8.984, 16.111, -19.160)
C (11.353, 16.717, -11.339)
N (10.535, 15.485, -11.625)
O (10.415, 14.654, -10.794)
O (9.941, 15.425, -12.705)
H (11.993, 16.525, -10.483)
H (10.602, 17.467, -11.097)
H (11.955, 16.886, -12.226)

Here are the Mulliken charges for atoms 1 to 4, given in e:
1. Cr 1.469
2. Cr 0.956
3. O -0.209
4. C 0.614